[1]
DFT (ωB97M-V with the def2-TZVPD basis set) results for C26H76AsF6N16O12 as an isolated structure.

- Kohn-Sham gap: 0.3205 hartree
- Total charge: -1

XYZ file:
```
137
Properties=species:S:1:pos:R:3:forces:R:3
As -24.2831 -29.5458 22.9300 -0.6963 -1.0447 -1.1262
F -23.6692 -31.1339 23.3392 0.0235 -0.0782 0.0164
F -25.1869 -29.5215 24.4176 0.9082 0.6026 0.1362
F -24.7722 -27.9809 22.3434 0.2371 0.2739 0.9942
F -23.4452 -29.6780 21.3759 0.5103 -0.1824 0.4594
F -25.6834 -30.2141 22.2276 0.1789 -0.2254 -0.3400
F -22.8316 -28.9338 23.7002 -0.3680 0.4718 -0.1179
C -23.4398 -23.6213 18.6254 -0.2491 0.0815 0.9024
C -23.7860 -25.0457 19.0946 0.8323 -0.2892 -1.1423
C -24.2433 -25.1876 20.5325 0.0277 0.1817 -0.6397
O -23.2216 -24.6980 21.3780 -0.4672 0.0226 0.0531
C -23.5248 -24.9764 22.7333 1.2678 0.2190 0.3318
N -24.7328 -25.7154 18.1815 -0.4720 0.7767 -0.2037
H -22.5636 -23.6132 17.9799 -0.0135 0.0040 -0.0558
H -23.2352 -23.0095 19.5087 0.2213 0.0799 -0.1589
H -24.2727 -23.1495 18.0995 -0.0670 -0.0837 -0.0361
H -22.8785 -25.6516 18.9922 -0.0213 0.0824 0.2726
H -24.4289 -26.2519 20.7158 -0.2008 0.1184 0.1566
H -25.1562 -24.5897 20.6788 -0.1471 -0.1851 0.1741
H -24.4824 -24.5940 23.0993 -0.2846 -0.1928 -0.4839
H -22.7677 -24.4534 23.3243 0.0560 -0.1042 -0.1503
H -23.3960 -26.0472 22.9147 -0.4680 0.0328 0.1690
H -24.4335 -25.5651 17.2189 0.4613 -0.1963 0.1319
H -25.6032 -25.1776 18.1735 -0.0551 -0.1535 0.3672
C -21.1101 -27.0209 16.8369 0.0257 0.6267 -0.1526
C -20.7661 -28.0290 17.9264 0.1679 1.2786 -0.3949
C -19.3399 -27.8236 18.4745 -1.2024 -0.2033 0.1257
O -18.3528 -28.2189 17.5579 0.5827 0.2261 -0.4720
C -18.0500 -29.5885 17.6269 -0.0392 -0.3601 0.1848
N -21.7786 -27.9416 19.0069 0.4050 -0.9966 -1.0992
H -22.1472 -27.1252 16.5120 0.0760 -0.4000 -0.1253
H -20.4280 -27.1096 15.9874 -0.1090 -0.0257 -0.0368
H -21.0633 -25.9797 17.1805 0.2721 -0.1092 0.2586
H -20.7510 -28.9852 17.3952 -0.4151 -0.3096 0.5447
H -19.3245 -28.3928 19.4138 0.5217 -0.0291 -0.0132
H -19.2118 -26.7665 18.7138 0.2533 0.0209 -0.0306
H -18.9076 -30.2104 17.3423 -0.0996 -0.0244 0.4457
H -17.6804 -29.8021 18.6363 -0.2535 -0.3851 -0.0097
H -17.2687 -29.8999 16.9314 0.1244 0.6789 -0.1244
H -21.9818 -28.9225 19.1707 -0.5068 0.2676 0.8228
H -21.3809 -27.5349 19.8460 0.1209 -0.3045 0.0756
C -23.2469 -21.2098 25.0161 -0.5701 -0.1031 -0.7791
O -22.4756 -21.6388 26.1118 -0.3797 -0.2189 -0.3376
C -23.0619 -22.7076 26.8138 0.5713 -0.4962 1.6035
C -23.2703 -24.0293 26.0893 -0.2312 0.0885 -0.1941
N -24.0969 -24.8640 26.9573 0.1592 -0.3525 -0.6703
C -24.1945 -26.2588 26.5098 -0.4246 -0.4462 0.8230
C -25.3069 -26.5252 25.4803 0.9382 0.7664 0.5093
O -26.4061 -25.6918 25.7905 -0.3873 -0.2269 0.2487
C -27.4673 -25.8541 24.8494 0.5777 0.7976 0.0247
H -22.8729 -21.5326 24.0345 0.5879 0.0749 0.2445
H -23.3201 -20.1222 25.0179 0.0262 0.0110 0.0476
H -24.2567 -21.6392 24.9903 -0.0747 0.2190 0.5523
H -23.9634 -22.4510 27.3940 -0.4159 0.4021 -0.8242
H -22.4046 -22.9069 27.6695 0.3415 -0.0519 -0.3424
H -22.3213 -24.5471 25.9358 0.0932 0.1431 -0.0307
H -23.7130 -23.8732 25.0928 0.0174 0.0724 0.2050
H -25.0613 -24.5528 26.8617 0.0881 0.3083 0.3048
H -24.4029 -26.8440 27.4147 -0.2542 0.0087 -0.0865
H -23.2644 -26.7076 26.1525 0.1660 0.4876 -0.1886
H -25.5422 -27.5783 25.5959 -0.2544 -0.0646 -0.6127
H -24.9354 -26.2534 24.4857 -0.2368 -0.5120 -0.0846
H -28.3398 -25.3301 25.2382 -0.1236 -0.4236 0.2658
H -27.6205 -26.9133 24.6550 -0.3502 0.0575 -0.1537
H -27.2106 -25.2981 23.9381 0.0790 -0.4557 -0.2142
C -28.6938 -32.8683 28.2516 -0.8314 -0.7637 -0.0900
O -27.8837 -34.0110 28.0846 0.5987 0.7181 0.4048
C -26.6546 -33.7643 27.3914 -1.1458 -1.5565 -0.9775
C -25.4819 -33.3347 28.2459 -0.3804 0.2203 0.1301
N -24.2359 -33.6154 27.5382 0.2090 0.2824 0.5351
C -24.0108 -32.6075 26.4965 -0.5572 0.2618 0.2506
C -22.6002 -32.6855 25.9456 -0.7290 0.7022 0.5391
O -21.7464 -32.6645 27.0980 0.5000 -0.6245 -0.6667
C -20.4654 -33.1406 26.7359 0.0552 -0.1491 0.7215
H -28.1827 -31.9836 28.6340 0.1659 -0.0321 0.0326
H -29.4701 -33.2030 28.9445 0.0671 0.3682 0.2195
H -29.2310 -32.6388 27.3233 0.3026 0.2619 -0.1536
H -26.8980 -33.2415 26.4571 0.3668 0.7447 0.3512
H -26.4388 -34.7684 27.0049 0.5055 0.0906 0.1862
H -25.5591 -33.9048 29.1764 0.2371 -0.2864 -0.1717
H -25.5258 -32.2848 28.5825 -0.1790 0.0981 -0.3232
H -23.5021 -33.4748 28.2257 0.1778 -0.2227 -0.1909
H -24.1791 -31.5986 26.9087 0.1445 0.0375 -0.0158
H -24.7977 -32.7436 25.7546 0.3998 0.0523 -0.4071
H -22.3683 -31.7896 25.3650 -0.1746 -0.0954 -0.2617
H -22.5009 -33.5594 25.2957 0.3838 -0.2536 0.3452
H -19.7839 -33.0377 27.5841 -0.1445 0.3355 0.0179
H -20.0656 -32.5812 25.8866 0.0596 -0.1508 -0.1223
H -20.4964 -34.2208 26.5509 -0.0586 0.0720 -0.4560
C -19.6761 -26.9858 22.6502 -0.4587 0.2047 -0.0873
O -19.1045 -25.9127 22.5874 0.2264 -0.1173 -0.0652
N -19.1656 -28.0805 23.2994 -0.1433 0.6511 -0.4547
N -20.8948 -27.2315 22.0501 0.1121 -0.2233 0.0961
H -18.2699 -27.9323 23.7223 -0.0497 -0.3937 0.2576
H -19.7425 -28.8941 23.3978 0.3595 -0.2332 0.2705
H -21.4188 -26.4291 21.7411 0.0622 0.2759 0.1448
H -21.4496 -27.9628 22.4704 -0.2694 -0.0103 -0.1489
C -26.3174 -28.9340 18.7005 0.7005 0.1637 0.2083
O -26.9590 -29.9216 18.9636 -0.5425 0.3004 -0.2793
N -26.6432 -27.8847 17.8700 0.2567 0.1271 -0.3009
N -25.0594 -28.7057 19.2190 0.1630 -0.6882 0.5724
H -25.8717 -27.2317 17.7673 -0.7664 0.1234 -0.1164
H -27.5409 -27.7276 17.4599 -0.0784 -0.3373 0.0120
H -24.7644 -29.2915 19.9858 -0.0876 0.0079 -0.2801
H -24.4937 -27.9020 19.0096 -0.1137 0.0875 -0.0797
C -28.5832 -29.9684 25.2787 0.6994 -0.9052 -0.7132
O -28.4290 -30.6755 24.3091 -0.4170 0.3293 0.0793
N -27.5329 -29.3213 25.8668 -0.2338 0.0380 0.3575
N -29.8298 -29.7425 25.8747 -0.1582 0.5896 0.3159
H -26.6147 -29.4933 25.4706 -0.3925 -0.0848 0.2808
H -27.6554 -28.9280 26.7824 0.2004 0.2199 -0.0924
H -30.5895 -30.0807 25.3089 0.0838 -0.4003 0.0519
H -29.8761 -30.0183 26.8431 -0.1668 0.0751 0.0261
C -25.9400 -34.1781 23.3498 0.4982 0.2834 0.8180
O -26.7888 -33.3330 23.2183 -0.2527 -0.1151 -0.0060
N -26.2056 -35.4795 23.7346 -0.2006 -0.5810 -0.1064
N -24.5868 -33.9107 23.2856 -1.5138 -0.5108 -0.4528
H -25.5239 -36.2136 23.7017 0.0926 0.1114 0.0626
H -27.0964 -35.7142 24.1274 -0.1803 0.1989 -0.2474
H -24.0064 -34.6958 23.5015 0.7985 0.6331 0.0442
H -24.3853 -32.9296 23.1631 0.7420 -0.1899 -0.0481
C -25.1581 -33.3707 19.1368 0.9411 0.4084 -0.4888
O -26.2160 -32.8495 19.3493 -0.5189 -0.5123 -0.1985
N -23.9818 -32.8890 19.6800 -0.1984 0.0616 0.1263
N -24.8929 -34.3888 18.2174 0.0212 0.0700 0.2614
H -23.1221 -33.4009 19.6399 0.0377 0.1195 0.0801
H -24.0684 -32.0833 20.2763 0.0452 -0.1068 0.1812
H -24.0041 -34.8480 18.2895 -0.1008 -0.1464 -0.1916
H -25.6259 -34.8503 17.7160 -0.2255 0.0225 0.2461
C -28.5510 -27.5844 21.9244 0.6723 -0.0235 -0.1220
O -28.4703 -28.7820 21.9703 -0.3347 -0.1316 0.3165
N -29.6010 -26.8307 22.4255 -0.1519 0.3668 0.1121
N -27.5292 -26.7915 21.4515 -0.0005 0.0255 -0.1180
H -29.8197 -25.9983 21.9052 -0.2533 0.0227 0.1948
H -30.3648 -27.3355 22.8354 -0.1144 -0.1608 -0.2572
H -27.7101 -25.8366 21.2026 0.2088 -0.0022 -0.0165
H -26.7369 -27.2741 21.0570 -0.0522 -0.0030 -0.1628
```
Forces are in eV/Å.

Löwdin population analysis, charges in e, atoms 1 to 8: 0.77 -0.26 -0.24 -0.24 -0.28 -0.20 -0.26 -0.04

[2]
DFT (ωB97M-V with the def2-TZVPD basis set) results for a 2-piece molecular cluster, C4H6Cl3N3OS overall.

- Kohn-Sham gap (alpha / beta): 0.3150 / 0.1688 hartree
- Total charge: +2

XYZ file:
```
18
Properties=species:S:1:pos:R:3:forces:R:3
C 3.6447 -0.9125 0.0093 0.1213 0.8417 0.2324
C 2.1037 0.9984 -0.0615 2.2369 -0.8954 -0.9230
C -2.5456 -0.1777 -0.5448 1.7405 2.7184 -1.3477
C -3.7951 -0.0576 0.5617 0.5287 4.8770 1.1045
N 2.7722 -1.7887 0.4458 0.1296 0.9606 -0.3283
N 3.3803 0.4436 -0.1968 -0.0044 -0.5677 0.3120
N 1.1313 0.3402 0.3926 -1.0380 -1.4490 0.7671
O -1.2795 -0.2246 -0.0554 -0.0217 3.0045 -1.5105
S 1.2609 -1.3112 0.7977 0.8442 1.3625 -0.4268
Cl 5.2582 -1.3179 -0.3091 -0.6499 -0.2075 0.1304
Cl 1.9748 2.5113 -0.7701 -0.2605 0.5394 0.2399
Cl -3.1780 0.2233 2.1208 -0.5413 -0.3644 -0.0940
H -2.7617 -1.0856 -0.9778 -0.8132 -2.3979 -0.6816
H -2.7842 0.6593 -1.2653 0.6211 -0.7394 0.8901
H -4.3140 0.9121 0.2107 0.6036 -1.7614 0.4082
H -4.2392 -0.9457 0.4034 -1.9555 -2.9020 0.0551
H 4.1607 1.0570 -0.4679 -0.4297 -0.4377 0.0345
H -0.7895 0.6763 -0.2933 -1.1116 -2.5816 1.1377
```
Forces are in eV/Å.

Löwdin population analysis, charges in e, atoms 1 to 8: -0.78 -0.84 -0.17 -0.43 -0.23 0.06 -0.24 -0.08